(1)
Density functional theory data (ωB97M-V/def2-TZVPD) for a structure of composition H28O14.

Geometry (Å):
O: -1.799 -0.929 -0.570
O: 0.406 0.737 -0.919
O: -2.653 3.610 -1.556
O: -2.226 -2.925 -2.607
O: 4.188 2.794 -0.737
O: 3.843 0.393 -2.397
O: 2.635 -0.889 1.517
O: 1.439 0.071 2.309
O: 2.321 -3.330 -1.889
O: -0.213 3.706 2.350
O: -2.559 -2.605 0.906
O: -3.508 0.240 2.324
O: -3.273 1.404 -1.733
O: 0.961 -2.001 3.859
H: -4.228 1.275 -1.781
H: -3.541 1.208 2.171
H: 0.641 3.332 2.561
H: 0.897 -0.657 2.053
H: -3.200 4.242 -2.150
H: -1.026 -1.300 -0.037
H: -2.869 -2.568 -3.223
H: 4.588 1.967 -1.023
H: -1.384 -0.841 -1.426
H: -1.774 -3.034 1.258
H: 3.158 -1.647 1.838
H: -2.597 0.269 2.463
H: 1.828 -3.627 -2.707
H: 0.225 -1.440 3.372
H: -1.791 3.961 -1.747
H: 0.486 0.652 -1.804
H: -0.674 2.932 1.915
H: 4.422 3.352 -1.545
H: -3.017 1.738 -0.813
H: -1.390 -2.460 -2.921
H: 3.110 0.841 -1.854
H: 1.695 -3.143 -1.200
H: 3.070 -0.315 0.959
H: -2.388 -2.329 0.060
H: 4.485 0.025 -1.831
H: 0.054 -0.075 -0.517
H: 1.107 0.229 3.243
H: 0.550 -2.864 3.828

Summary:
E_tot = -1069.85148 Ha
strongest force on any atom = 11.8 eV/A
LUMO = -0.5631 eV
E_HOMO = -8.53 eV
net charge = 0
relative energy (zero: lowest compared OMol25 entry of this formula, charge and spin) = 219.3 kcal per mole



(2)
Density functional theory data (ωB97M-V/def2-TZVPD) for a cluster of 14 separate species, H28O14 in total.

Geometry (Å):
O: -3.117 -1.186 -3.774
O: -1.190 -4.962 -2.324
O: 1.700 -2.040 3.856
O: 0.898 2.190 -4.675
O: 3.267 -3.159 -2.414
O: -3.878 3.743 -0.727
O: -4.148 -0.537 1.186
O: 0.929 3.446 0.230
O: 0.337 -0.090 -0.323
O: 0.633 1.307 3.603
O: 0.233 -2.468 -3.752
O: 1.820 3.553 3.896
O: -1.127 -3.246 3.787
O: 3.660 3.470 1.316
H: 1.666 -2.805 3.270
H: -0.130 -2.724 -4.603
H: -3.370 2.935 -0.680
H: -4.463 0.360 0.773
H: -0.309 -0.533 0.180
H: 2.278 -3.056 -2.382
H: 3.671 -2.688 -1.694
H: 1.105 -2.209 -3.811
H: 1.479 2.763 -0.142
H: 0.259 2.976 0.743
H: 0.464 0.778 0.081
H: 0.919 0.695 2.927
H: -1.457 -4.070 -2.292
H: -1.353 -3.924 4.414
H: 0.473 1.919 -3.784
H: 1.054 0.915 4.380
H: 1.859 2.148 -4.652
H: -2.359 -1.535 -3.297
H: 1.529 -1.333 3.259
H: 3.531 4.403 1.110
H: -1.962 -2.962 3.289
H: -2.808 -0.361 -4.334
H: 1.600 2.798 3.424
H: 1.178 3.661 4.606
H: 3.581 3.444 2.296
H: -3.908 -0.377 2.118
H: -4.387 3.629 -1.557
H: -0.275 -5.015 -2.742

Summary:
E_tot = -1070.05180 Ha
strongest force on any atom = 3.7 eV/A
LUMO = -0.6318 eV
E_HOMO = -11.07 eV
net charge = 0
relative energy (zero: lowest compared OMol25 entry of this formula, charge and spin) = 93.6 kcal per mole



(3)
Density functional theory data (ωB97M-V/def2-TZVPD) for a cluster of 14 separate species, H28O14 in total.

Geometry (Å):
O: -1.142 1.335 0.756
O: 2.356 0.787 4.651
O: 1.582 2.513 -0.556
O: 0.174 -3.611 2.162
O: -4.901 -0.523 1.357
O: -2.964 -2.318 1.391
O: 2.391 -2.394 -2.859
O: 2.800 -0.317 -0.718
O: -0.401 5.114 0.886
O: -0.607 2.154 -2.482
O: -0.773 -0.278 -0.326
O: 5.024 -2.134 0.408
O: -4.491 -1.365 -2.563
O: 1.341 0.487 -2.895
H: 0.014 5.700 1.564
H: 2.018 1.212 3.911
H: 0.286 2.145 -2.806
H: -3.843 -2.183 1.809
H: 2.017 0.153 -0.220
H: 3.447 -0.268 -0.026
H: -1.307 2.029 0.177
H: -2.641 -2.894 2.009
H: 0.404 -3.161 1.305
H: -0.716 -3.364 2.432
H: -5.430 0.253 1.336
H: -1.469 1.539 1.661
H: -0.250 4.243 1.072
H: 1.875 2.230 0.309
H: 0.114 0.020 0.106
H: -5.433 -1.276 -2.829
H: 2.252 -3.294 -2.410
H: -4.466 -0.622 -2.023
H: -0.909 0.412 -1.003
H: 1.521 0.364 -1.963
H: -0.522 2.653 -1.717
H: 5.648 -1.684 -0.232
H: 3.159 0.235 4.379
H: 2.712 -2.593 -3.719
H: 0.457 0.024 -2.995
H: 2.007 1.911 -1.203
H: -5.447 -1.282 1.689
H: 4.115 -1.953 0.175

Summary:
E_tot = -1069.95463 Ha
strongest force on any atom = 5.8 eV/A
LUMO = -0.5319 eV
E_HOMO = -9.19 eV
net charge = 0
relative energy (zero: lowest compared OMol25 entry of this formula, charge and spin) = 154.6 kcal per mole



(4)
Density functional theory data (ωB97M-V/def2-TZVPD) for a cluster of 14 separate species, H28O14 in total.

Geometry (Å):
O: 0.594 -1.112 -1.982
O: -0.654 4.261 -2.156
O: -0.260 0.193 0.084
O: -2.261 -1.696 1.790
O: -0.971 1.309 -2.839
O: 0.112 -2.994 -0.175
O: 0.004 2.782 0.150
O: 1.877 -1.164 0.849
O: -2.844 1.990 -1.054
O: -2.310 -1.498 -1.025
O: -1.663 0.720 3.210
O: 2.895 1.347 0.899
O: 0.144 -2.723 2.873
O: 3.393 -1.771 -1.428
H: -2.157 1.734 -1.668
H: 2.568 -1.322 -1.311
H: 0.462 -0.280 0.453
H: 2.492 -1.894 0.892
H: -3.550 1.443 -1.231
H: -1.328 0.959 -3.650
H: 0.668 -2.634 0.508
H: -0.375 3.748 -1.393
H: 3.416 1.582 1.704
H: 3.924 -1.236 -0.773
H: 0.327 -0.221 -1.604
H: -1.613 -0.874 -0.872
H: -1.920 -2.389 -1.033
H: -0.089 1.142 0.017
H: 0.503 3.256 0.782
H: -1.580 4.508 -1.971
H: 0.479 -3.012 3.712
H: -0.695 0.986 3.118
H: -0.843 2.780 0.543
H: -1.425 -2.056 2.121
H: 0.485 -3.809 -0.560
H: -2.267 -1.640 0.847
H: -1.794 0.129 2.440
H: 2.342 -0.303 0.723
H: 0.002 1.200 -2.922
H: 0.709 -1.963 2.739
H: 0.277 -1.650 -1.270
H: 2.927 2.174 0.446

Summary:
E_tot = -1070.12396 Ha
strongest force on any atom = 3.2 eV/A
LUMO = -0.8228 eV
E_HOMO = -10.24 eV
net charge = 0
relative energy (zero: lowest compared OMol25 entry of this formula, charge and spin) = 48.3 kcal per mole



(5)
Density functional theory data (ωB97M-V/def2-TZVPD) for a structure of composition H29O14.

Geometry (Å):
O: 2.381 -4.229 1.484
O: 0.583 1.497 1.262
O: -1.069 -0.595 0.516
O: 0.849 -2.470 0.298
O: -3.487 -1.038 -0.411
O: -0.073 0.701 -2.787
O: -3.057 1.816 3.182
O: -0.712 4.170 0.602
O: 2.672 2.002 -0.066
O: -0.319 -1.272 -2.066
O: 3.279 -0.882 -1.760
O: 2.438 1.523 -2.776
O: -1.152 1.418 -0.492
O: -1.669 -2.199 2.614
H: 3.388 -1.827 -1.923
H: -1.988 -2.531 1.788
H: -2.282 -2.564 3.253
H: 2.447 -3.978 2.392
H: 3.587 2.246 -0.034
H: 0.036 -2.087 -0.073
H: 2.281 1.678 -0.875
H: -1.235 0.037 -0.236
H: 0.850 0.691 -2.541
H: -0.940 0.033 1.262
H: 0.523 -3.172 0.868
H: -2.049 1.556 -0.799
H: -4.378 -1.224 -0.104
H: 2.524 0.696 -2.269
H: -3.902 2.141 2.910
H: -3.423 -1.089 -1.369
H: 1.549 1.352 1.058
H: 2.991 1.388 -3.548
H: 0.105 -1.980 -2.546
H: 2.572 -3.540 0.849
H: -0.437 1.370 -2.186
H: -1.064 1.734 0.412
H: -2.669 1.940 4.038
H: -1.930 -1.076 0.659
H: 0.062 3.600 0.587
H: -0.170 -0.366 -2.342
H: 0.455 1.358 2.202
H: 3.743 -0.801 -0.917
H: -1.311 3.974 -0.117

Summary:
E_tot = -1070.38713 Ha
strongest force on any atom = 6.7 eV/A
LUMO = -3.0619 eV
E_HOMO = -13.20 eV
net charge = +1
relative energy (zero: lowest compared OMol25 entry of this formula, charge and spin) = 136.1 kcal per mole



(6)
Density functional theory data (ωB97M-V/def2-TZVPD) for a cluster of 14 separate species, H29O14 in total.

Geometry (Å):
O: -2.766 -1.109 0.186
O: 2.754 -1.356 2.407
O: -3.079 1.470 0.936
O: -1.297 2.924 -0.725
O: -1.003 -0.428 1.916
O: 0.851 2.816 1.065
O: 2.315 0.712 -3.635
O: -0.004 -2.964 -2.186
O: 2.854 -1.600 -0.977
O: -0.949 1.663 3.542
O: -1.713 -1.186 -2.042
O: 0.755 -2.415 0.842
O: 1.030 0.285 0.496
O: 0.065 0.756 -1.907
H: 1.023 -3.111 0.238
H: 2.921 -0.649 -0.856
H: -1.217 0.476 2.278
H: -0.393 -3.537 -2.847
H: -0.967 -0.549 -1.779
H: -1.323 3.634 -1.381
H: 3.572 -1.770 -1.593
H: -1.167 -2.083 -1.879
H: -0.246 1.593 -1.495
H: 2.090 1.493 -4.158
H: -0.754 -0.883 2.730
H: 0.873 1.865 0.737
H: -1.951 -0.793 0.669
H: 1.982 0.910 -2.753
H: -2.656 1.971 0.216
H: -0.591 3.248 -0.125
H: 3.517 -1.949 2.372
H: -0.070 2.054 3.459
H: -1.517 2.436 3.700
H: 0.563 0.379 -1.157
H: 1.734 0.131 1.167
H: 1.188 -1.613 0.517
H: -3.778 2.088 1.205
H: 0.295 -0.020 1.158
H: -2.356 -0.941 -1.189
H: 0.739 -2.403 -2.475
H: -3.429 -0.547 0.610
H: 2.039 -2.000 2.224
H: 1.802 2.973 1.077

Summary:
E_tot = -1070.54574 Ha
strongest force on any atom = 2.4 eV/A
LUMO = -2.7055 eV
E_HOMO = -13.84 eV
net charge = +1
relative energy (zero: lowest compared OMol25 entry of this formula, charge and spin) = 36.6 kcal per mole



(7)
Density functional theory data (ωB97M-V/def2-TZVPD) for a cluster of 15 separate species, H29O15 in total.

Geometry (Å):
O: 2.624 1.194 -1.797
O: -3.174 -2.652 0.208
O: 2.390 3.172 0.333
O: 4.427 -1.248 -1.271
O: -0.046 3.949 -0.760
O: -5.357 -1.593 -1.242
O: 1.827 2.530 3.445
O: 1.233 -4.633 -0.232
O: 1.705 -0.759 2.563
O: -0.957 0.679 -0.108
O: 2.351 -0.528 0.108
O: -4.555 -0.316 0.856
O: -2.745 2.338 -1.530
O: -0.352 -2.330 2.665
O: -0.499 0.201 -2.862
H: -0.403 0.654 -0.870
H: 1.986 -1.380 -0.115
H: 0.282 0.753 -3.070
H: 2.245 3.179 2.891
H: 0.108 -2.848 3.315
H: 2.753 2.307 0.400
H: 3.321 0.893 -2.357
H: 1.745 3.244 -0.355
H: -4.662 -0.734 1.758
H: -0.523 1.270 0.544
H: -4.835 -1.484 -0.399
H: -3.671 -0.562 0.487
H: -0.387 4.003 -1.665
H: 2.486 0.563 -1.025
H: 1.943 -0.823 1.582
H: 0.030 4.873 -0.536
H: -3.657 -3.158 0.867
H: 3.694 -1.032 -0.565
H: -2.278 1.506 -1.498
H: -2.463 2.746 -0.726
H: 0.035 -0.587 -2.899
H: -4.692 -1.470 -1.945
H: -2.630 -3.308 -0.340
H: 1.403 0.130 2.628
H: 0.284 -1.598 2.396
H: 1.432 -3.793 -0.704
H: 2.174 1.691 3.139
H: 4.618 -0.597 -1.926
H: 0.790 -4.440 0.613

Summary:
E_tot = -1146.02630 Ha
strongest force on any atom = 2.3 eV/A
LUMO = 2.4453 eV
E_HOMO = -6.66 eV
net charge = -1
relative energy (zero: lowest compared OMol25 entry of this formula, charge and spin) = 29.0 kcal per mole



(8)
Density functional theory data (ωB97M-V/def2-TZVPD) for a cluster of 2 separate species, H2I2NP in total.

Geometry (Å):
I: -3.832 -1.855 0.152
I: -3.698 2.000 0.131
P: -3.273 0.075 -1.296
N: -0.166 -0.536 -0.333
H: 0.663 -0.213 -0.823
H: -0.514 0.339 0.092

Summary:
E_tot = -992.57519 Ha
strongest force on any atom = 2.0 eV/A
LUMO = -2.8924 eV
E_HOMO = -8.05 eV
net charge = 0
relative energy (zero: lowest compared OMol25 entry of this formula, charge and spin) = 102.8 kcal per mole



(9)
Density functional theory data (ωB97M-V/def2-TZVPD) for a cluster of 2 separate species, H2I2O2P in total.

Geometry (Å):
I: 1.515 -2.488 -2.119
I: -2.555 0.373 -0.751
P: -0.228 -0.120 -0.058
O: 0.569 1.238 0.085
O: -0.274 -0.624 1.404
H: 0.220 -0.184 2.106
H: 0.753 1.805 -0.669

Summary:
E_tot = -1088.12592 Ha
strongest force on any atom = 1.6 eV/A
LUMO (spin up / spin down) = -8.5786 / -8.5792 eV
E_HOMO (spin up / spin down) = -13.66 / -13.70 eV
net charge = +1
relative energy (zero: lowest compared OMol25 entry of this formula, charge and spin) = 67.1 kcal per mole



(10)
Density functional theory data (ωB97M-V/def2-TZVPD) for a cluster of 2 separate species, H2IO in total.

Geometry (Å):
I: -0.672 -3.872 -0.730
O: 0.136 1.583 -0.016
H: 0.264 1.660 0.956
H: 0.273 0.628 -0.210

Summary:
E_tot = -374.22085 Ha
strongest force on any atom = 1.2 eV/A
LUMO = 3.5322 eV
E_HOMO = -3.31 eV
net charge = -1
relative energy (zero: lowest compared OMol25 entry of this formula, charge and spin) = 7.5 kcal per mole